{"formula": "C4H10N2", "method": "ωB97M-V/def2-TZVPD", "homo_lumo_gap_ev": 10.276, "lumo_ha": 0.0383, "e_above_lowest_kj_mol": 193.13, "species": ["C", "C", "C", "C", "H", "H", "H", "H", "H", "H", "H", "H", "H", "H", "N", "N"], "xyz": [[1.622, 0.349, 0.485], [0.331, 0.900, -0.142], [-0.790, -0.143, -0.327], [-2.244, 0.130, -0.376], [1.722, -1.482, -0.746], [3.115, -0.987, 0.119], [1.353, -0.054, 1.513], [2.317, 1.231, 0.676], [-0.007, 1.802, 0.341], [0.724, 1.316, -1.095], [-0.445, -0.959, -0.991], [-2.649, 1.139, -0.187], [-2.893, -0.480, -0.965], [-1.821, -1.480, 0.841], [2.301, -0.570, -0.404], [-1.577, -0.496, 0.783]], "lowdin_charge": [-0.346, -0.174, -0.374, -0.124, 0.123, 0.075, 0.114, 0.122, 0.100, 0.114, 0.130, 0.106, 0.086, 0.094, -0.060, 0.011]}



{"formula": "C4H10N2", "method": "ωB97M-V/def2-TZVPD", "homo_lumo_gap_ev": [9.401, 8.336], "lumo_ha": [0.0269, 0.0065], "e_above_lowest_kj_mol": 623.85, "species": ["C", "C", "C", "C", "N", "N", "H", "H", "H", "H", "H", "H", "H", "H", "H", "H"], "xyz": [[-0.387, -0.729, 0.656], [0.067, -1.681, -0.464], [0.628, 1.148, 2.037], [-0.479, 0.912, -2.454], [0.437, 0.426, 0.758], [-0.830, 0.485, 0.162], [-0.924, -1.161, 1.515], [0.887, -1.112, -0.985], [-0.828, -2.125, -0.974], [0.642, -2.613, -0.013], [1.488, 0.611, 2.525], [0.932, 2.220, 1.895], [-0.237, 0.886, 2.882], [0.076, 1.831, -2.758], [0.098, 0.023, -2.476], [-1.571, 0.877, -2.305]], "lowdin_charge": [-0.452, -0.080, -0.096, 0.060, -0.156, 0.110, 0.138, 0.069, 0.084, 0.096, 0.072, 0.081, 0.126, 0.006, -0.058, 0.000]}



{"formula": "C4H10N2", "method": "ωB97M-V/def2-TZVPD", "homo_lumo_gap_ev": 10.125, "lumo_ha": 0.0339, "e_above_lowest_kj_mol": 323.19, "species": ["C", "C", "C", "C", "N", "N", "H", "H", "H", "H", "H", "H", "H", "H", "H", "H"], "xyz": [[-0.237, -1.547, -0.289], [-1.644, -2.058, 0.113], [-1.461, 1.271, -0.802], [2.620, 1.416, 0.759], [-0.593, 0.706, -0.008], [0.074, -0.337, -0.357], [0.496, -2.273, -0.550], [-2.068, -1.242, 0.793], [-1.671, -3.091, 0.482], [-2.344, -1.946, -0.871], [-1.822, 2.287, -0.570], [2.441, 2.552, 0.733], [-1.955, 0.960, -1.749], [3.269, 1.158, -0.145], [1.664, 0.886, 0.680], [3.230, 1.260, 1.780]], "lowdin_charge": [-0.193, -0.081, -0.030, -0.091, -0.063, -0.056, 0.089, 0.076, 0.054, 0.115, 0.057, 0.024, 0.074, 0.024, -0.053, 0.054]}



{"formula": "C4H10N2", "method": "ωB97M-V/def2-TZVPD", "homo_lumo_gap_ev": 9.662, "lumo_ha": 0.0412, "e_above_lowest_kj_mol": 155.93, "species": ["C", "C", "C", "C", "H", "H", "H", "H", "H", "H", "H", "H", "H", "H", "N", "N"], "xyz": [[1.125, 1.331, -0.188], [0.512, -0.038, 0.256], [1.461, -1.229, -0.083], [-1.982, -0.110, 0.356], [0.488, 2.125, -0.036], [1.524, 1.245, -1.209], [1.967, 1.516, 0.460], [0.452, 0.035, 1.382], [2.408, -0.937, 0.114], [1.463, -1.300, -1.169], [1.192, -2.109, 0.442], [-0.999, -0.673, -1.114], [-1.854, 0.223, 1.515], [-3.983, 0.306, -0.195], [-0.751, -0.311, -0.193], [-3.023, -0.074, -0.336]], "lowdin_charge": [-0.038, -0.458, -0.036, -0.369, 0.041, 0.084, 0.068, 0.146, 0.029, 0.084, 0.070, 0.145, 0.155, 0.060, -0.029, 0.049]}



{"formula": "C4H10N2", "method": "ωB97M-V/def2-TZVPD", "homo_lumo_gap_ev": 9.819, "lumo_ha": 0.0377, "e_above_lowest_kj_mol": 183.86, "species": ["C", "C", "C", "C", "N", "N", "H", "H", "H", "H", "H", "H", "H", "H", "H", "H"], "xyz": [[0.373, 0.045, 1.072], [-0.812, 0.083, 0.149], [-1.471, 1.201, -0.103], [-1.188, -1.243, -0.434], [1.531, -0.387, 0.294], [1.636, 0.429, -0.861], [0.521, 1.036, 1.529], [0.231, -0.695, 1.865], [-2.312, 1.223, -0.776], [1.949, 1.382, -0.651], [-1.197, 2.143, 0.344], [-1.605, -1.882, 0.347], [-0.298, -1.726, -0.827], [-1.922, -1.133, -1.227], [2.370, -0.358, 0.883], [2.295, 0.000, -1.504]], "lowdin_charge": [-0.217, -0.397, 0.033, -0.066, -0.161, -0.017, 0.108, 0.119, 0.056, 0.081, 0.053, 0.082, 0.069, 0.074, 0.107, 0.076]}



{"formula": "C4H10N2", "method": "ωB97M-V/def2-TZVPD", "homo_lumo_gap_ev": [9.323, 7.951], "lumo_ha": [0.0293, 0.0187], "e_above_lowest_kj_mol": 738.63, "species": ["C", "C", "C", "C", "N", "N", "H", "H", "H", "H", "H", "H", "H", "H", "H", "H"], "xyz": [[-0.080, -0.232, -0.909], [2.721, -0.960, 0.084], [-2.063, -1.099, 0.289], [-0.086, 2.076, 0.184], [-0.788, -0.484, 0.242], [-0.754, 0.911, -0.456], [0.002, -0.686, -1.853], [2.294, -0.060, 0.596], [3.533, -0.863, -0.735], [2.145, -1.899, 0.234], [-1.798, -2.075, 0.841], [-2.683, -0.555, 0.969], [-2.589, -1.206, -0.594], [0.772, 1.637, 0.849], [0.311, 2.773, -0.469], [-0.935, 2.723, 0.727]], "lowdin_charge": [-0.151, 0.030, -0.106, -0.088, -0.098, -0.088, 0.080, -0.043, 0.013, -0.019, 0.118, 0.070, 0.050, 0.092, 0.027, 0.114]}



{"formula": "C4H10N2", "method": "ωB97M-V/def2-TZVPD", "homo_lumo_gap_ev": 9.166, "lumo_ha": 0.0404, "e_above_lowest_kj_mol": 315.30, "species": ["C", "C", "C", "C", "N", "N", "H", "H", "H", "H", "H", "H", "H", "H", "H", "H"], "xyz": [[-0.206, 0.421, -0.390], [0.795, -0.683, 0.195], [0.676, -1.271, 1.384], [1.954, -0.933, -0.757], [-1.424, 0.698, 0.360], [-2.422, 1.804, -0.137], [0.411, 1.373, -0.678], [-0.577, -0.045, -1.271], [1.356, -1.915, 1.768], [-1.928, 2.698, -0.396], [-0.164, -0.960, 2.133], [2.790, -0.222, -0.637], [1.558, -0.911, -1.871], [2.278, -1.943, -0.632], [-2.024, -0.136, 0.309], [-3.072, 2.027, 0.619]], "lowdin_charge": [-0.225, -0.342, 0.027, -0.089, -0.139, -0.025, 0.148, 0.081, 0.012, 0.066, 0.095, 0.082, 0.112, 0.054, 0.099, 0.044]}



{"formula": "C4H10N2", "method": "ωB97M-V/def2-TZVPD", "homo_lumo_gap_ev": 10.167, "lumo_ha": 0.0372, "e_above_lowest_kj_mol": 148.49, "species": ["C", "C", "C", "H", "H", "H", "H", "H", "H", "N", "C", "N", "H", "H", "H", "H"], "xyz": [[-0.682, -1.820, -0.226], [-0.028, -1.637, 1.095], [-0.163, -2.468, 2.137], [-0.064, -1.593, -1.098], [-1.086, -2.820, -0.362], [-1.451, -1.037, -0.233], [0.284, -0.622, 1.336], [0.360, -2.413, 3.081], [-0.850, -3.304, 2.038], [0.975, 1.653, -1.816], [0.534, 2.245, -0.684], [-0.653, 2.061, -0.289], [0.282, 1.029, -2.205], [1.911, 1.460, -2.112], [1.212, 2.874, -0.108], [-0.906, 2.501, 0.584]], "lowdin_charge": [-0.128, -0.256, -0.022, 0.061, 0.069, 0.073, 0.083, 0.042, 0.050, 0.072, -0.410, 0.050, 0.087, 0.086, 0.113, 0.029]}



{"formula": "C4H10N2", "method": "ωB97M-V/def2-TZVPD", "homo_lumo_gap_ev": 9.951, "lumo_ha": 0.0386, "e_above_lowest_kj_mol": 210.48, "species": ["C", "C", "C", "C", "H", "H", "H", "H", "H", "H", "H", "H", "H", "H", "N", "N"], "xyz": [[-0.899, 1.276, 0.014], [-0.338, -0.150, -0.094], [0.812, -0.318, 0.992], [0.828, -0.256, -1.084], [-0.090, 2.030, -0.006], [-1.583, 1.450, -0.786], [-1.478, 1.320, 0.973], [-2.311, -0.675, -0.622], [-1.678, -1.228, 0.975], [0.869, 0.298, 1.899], [1.026, -1.374, 1.190], [2.686, -0.375, -0.064], [0.858, -1.304, -1.404], [0.876, 0.386, -1.902], [-1.356, -1.195, -0.086], [1.777, 0.116, 0.005]], "lowdin_charge": [-0.060, -0.589, -0.178, -0.156, 0.091, 0.054, 0.090, 0.162, 0.111, 0.109, 0.109, 0.109, 0.113, 0.082, 0.014, -0.063]}



{"formula": "C4H10N2", "method": "ωB97M-V/def2-TZVPD", "homo_lumo_gap_ev": 10.756, "lumo_ha": 0.0433, "e_above_lowest_kj_mol": 256.08, "species": ["C", "C", "N", "H", "H", "H", "H", "H", "C", "C", "N", "H", "H", "H", "H", "H"], "xyz": [[2.044, -0.157, 1.129], [3.226, 0.166, -0.822], [2.227, 0.525, -0.138], [0.995, -0.409, 1.279], [2.626, -1.031, 1.337], [2.308, 0.534, 1.939], [3.321, 0.622, -1.811], [4.096, -0.391, -0.514], [-2.792, -0.269, 0.666], [-2.289, 0.242, -1.498], [-1.758, -0.104, -0.410], [-2.248, -0.410, 1.599], [-3.300, 0.678, 0.826], [-3.465, -1.068, 0.381], [-1.689, 0.417, -2.387], [-3.303, 0.655, -1.578]], "lowdin_charge": [-0.163, -0.091, -0.072, 0.059, 0.057, 0.076, 0.059, 0.065, -0.134, -0.111, -0.072, 0.058, 0.066, 0.071, 0.060, 0.073]}



{"formula": "C4H10N2", "method": "ωB97M-V/def2-TZVPD", "homo_lumo_gap_ev": 9.396, "lumo_ha": 0.0401, "e_above_lowest_kj_mol": 188.32, "species": ["C", "C", "N", "H", "H", "H", "H", "H", "C", "C", "N", "H", "H", "H", "H", "H"], "xyz": [[0.283, -0.692, 2.163], [1.388, -0.162, 1.657], [2.361, -0.786, 0.865], [0.094, -1.761, 2.094], [-0.582, -0.088, 2.400], [1.567, 0.906, 1.676], [2.225, -1.780, 0.735], [3.309, -0.651, 1.217], [-2.494, 1.177, -1.505], [-1.606, 0.210, -1.699], [-0.234, 0.381, -1.433], [-2.197, 2.049, -0.929], [-3.531, 1.173, -1.798], [-1.910, -0.781, -2.040], [0.188, 1.091, -2.002], [0.258, -0.490, -1.354]], "lowdin_charge": [-0.033, -0.329, 0.017, 0.045, 0.044, 0.097, 0.072, 0.080, -0.032, -0.304, 0.026, 0.049, 0.037, 0.095, 0.077, 0.060]}



{"formula": "C4H10N2", "method": "ωB97M-V/def2-TZVPD", "homo_lumo_gap_ev": [8.186, 8.166], "lumo_ha": [0.0373, 0.0293], "e_above_lowest_kj_mol": 599.23, "species": ["C", "C", "C", "C", "N", "N", "H", "H", "H", "H", "H", "H", "H", "H", "H", "H"], "xyz": [[1.204, -1.117, 0.532], [1.070, 0.116, 0.196], [1.984, 1.086, -0.361], [-1.859, -0.452, -0.854], [-1.782, 0.702, 1.048], [-1.186, 0.655, -0.179], [0.476, -1.803, 0.689], [2.273, -1.619, 0.836], [1.913, 1.987, 0.203], [1.752, 1.161, -1.339], [3.071, 0.751, -0.491], [-1.962, -1.295, -0.243], [-2.757, -0.142, -1.284], [-1.208, -0.702, -1.770], [-2.315, -0.112, 1.246], [-1.547, 1.529, 1.517]], "lowdin_charge": [-0.056, -0.190, -0.122, -0.159, -0.003, -0.121, -0.012, 0.113, 0.064, 0.030, 0.110, 0.043, 0.051, 0.107, 0.070, 0.076]}



{"formula": "C4H10N2", "method": "ωB97M-V/def2-TZVPD", "homo_lumo_gap_ev": 9.975, "lumo_ha": 0.0320, "e_above_lowest_kj_mol": 307.85, "species": ["C", "C", "C", "N", "C", "N", "H", "H", "H", "H", "H", "H", "H", "H", "H", "H"], "xyz": [[-0.337, 0.345, -1.666], [0.921, 0.712, -0.891], [0.957, 0.344, 0.605], [0.467, -1.069, 0.762], [-0.883, -1.178, 1.029], [-1.851, -0.359, 1.182], [-0.438, -0.748, -1.745], [-1.219, 0.604, -1.098], [-0.314, 0.798, -2.654], [1.074, 1.787, -0.932], [1.813, 0.236, -1.303], [1.976, 0.347, 0.972], [0.375, 1.018, 1.229], [0.259, -1.032, 1.822], [-1.182, -2.219, 0.873], [-1.618, 0.415, 1.816]], "lowdin_charge": [-0.110, -0.241, -0.213, 0.008, -0.426, 0.075, 0.076, 0.052, 0.071, 0.101, 0.103, 0.105, 0.096, 0.137, 0.116, 0.050]}



{"formula": "C4H10N2O", "method": "ωB97M-V/def2-TZVPD", "homo_lumo_gap_ev": 10.370, "lumo_ha": 0.0364, "e_above_lowest_kj_mol": 97.80, "species": ["C", "C", "C", "C", "N", "O", "N", "H", "H", "H", "H", "H", "H", "H", "H", "H", "H"], "xyz": [[-0.460, -0.100, -1.366], [-0.864, 0.941, -0.289], [0.326, 1.382, 0.604], [1.156, 0.125, 0.951], [0.517, -0.698, 1.871], [2.260, -0.110, 0.531], [-0.456, -1.510, -0.950], [0.540, 0.131, -1.753], [-1.220, 0.051, -2.135], [-1.243, 1.840, -0.769], [-1.645, 0.412, 0.236], [1.086, 2.020, 0.170], [0.076, 1.688, 1.627], [0.672, -1.686, 1.719], [-0.465, -0.590, 2.061], [-0.789, -2.099, -1.697], [0.508, -1.800, -0.812]], "lowdin_charge": [-0.278, -0.179, -0.109, -0.579, 0.141, 0.062, -0.005, 0.114, 0.106, 0.101, 0.097, 0.113, 0.113, 0.098, 0.087, 0.060, 0.060]}



{"formula": "C4H10N2O", "method": "ωB97M-V/def2-TZVPD", "homo_lumo_gap_ev": 9.583, "lumo_ha": 0.0357, "e_above_lowest_kj_mol": 367.77, "species": ["C", "C", "C", "C", "N", "N", "O", "H", "H", "H", "H", "H", "H", "H", "H", "H", "H"], "xyz": [[1.139, -0.024, -1.091], [0.932, 1.246, 1.122], [-0.796, -1.771, 0.122], [0.217, 0.368, 0.081], [-2.067, 0.815, -0.114], [-0.904, 1.180, -0.407], [-0.178, -0.735, 0.875], [0.474, -0.447, -1.877], [1.884, 0.768, -1.382], [1.784, -0.859, -0.725], [0.405, 1.222, 2.033], [1.102, 2.178, 0.746], [1.803, 0.755, 1.142], [-1.171, -2.409, 0.862], [-0.087, -2.267, -0.556], [-1.633, -1.342, -0.415], [-2.904, 1.322, -0.416]], "lowdin_charge": [-0.020, 0.013, -0.098, -0.625, 0.086, 0.027, -0.149, 0.088, 0.102, 0.098, 0.086, 0.058, 0.044, 0.073, 0.086, 0.063, 0.068]}



no.,maximum force (eV/A),total energy (eV)
1,3.682,-7288.6179
2,3.241,-7284.1537
3,4.179,-7287.2699
4,4.846,-7289.0034
5,0.681,-7288.7140
6,4.515,-7282.9642
7,4.748,-7287.3517
8,1.445,-7289.0806
9,4.554,-7288.4381
10,1.841,-7287.9654
11,0.949,-7288.6677
12,4.828,-7284.4090
13,5.680,-7287.4289
14,2.481,-9337.9738
15,4.085,-9335.1758